(1)
Computed, not measured: the molecule ClFH2NP in a non-equilibrium geometry, with the ωB97M-V functional and the def2-TZVPD basis.

The geometry in ORCA input format:
```
! wB97M-V def2-TZVPD RIJCOSX def2/J DEFGRID3
* xyz 0 1
N 0.005 0.339 -0.277
P 1.704 1.205 -0.874
F 2.148 1.703 0.619
Cl 0.923 2.904 -1.527
H -0.010 -0.600 -0.646
H 0.096 0.286 0.733
*
```

Values from the calculation:
**Lowest unoccupied orbital energy**: 0.780 eV
**Gap between HOMO and LUMO**: 10.5 eV
**Energy above the lowest of the compared OMol25 structures with the same formula, charge and spin**: 15.6 kcal/mol
**F_max**: 3.93 eV/A
**HOMO level**: -9.8 eV
**E_tot**: -26052.4921 eV

=====

(2)
Computed, not measured: a cluster of 2 separate species, C12H27Cl3N2P in total, with the ωB97M-V functional and the def2-TZVPD basis.

The geometry in ORCA input format:
```
! wB97M-V def2-TZVPD RIJCOSX def2/J DEFGRID3
* xyz 1 1
C 1.230 -4.335 0.441
C 1.226 -4.745 -0.997
Cl 1.474 -6.406 -1.248
C 1.038 -3.917 -2.036
Cl 1.005 -4.434 -3.673
P 0.742 -2.178 -1.856
N -0.809 -1.947 -1.298
C 1.966 -1.233 -0.909
C 3.369 -1.855 -0.840
C 4.259 -1.445 -2.004
Cl 4.046 -2.562 -3.381
H 2.151 -4.678 0.915
H 1.150 -3.256 0.575
H 0.410 -4.831 0.962
H 0.761 -1.670 -3.147
H -1.118 -2.718 -0.714
H -0.919 -1.081 -0.774
H 1.551 -1.073 0.089
H 2.005 -0.249 -1.386
H 3.313 -2.944 -0.804
H 3.839 -1.536 0.092
H 4.006 -0.455 -2.377
H 5.311 -1.460 -1.731
C -2.372 4.764 2.601
C -1.621 4.092 1.463
N -1.327 2.690 1.724
C -0.375 2.120 0.800
C -0.776 1.993 -0.679
C -2.470 1.858 2.064
C -3.624 1.773 1.056
H -1.837 4.641 3.543
H -2.467 5.830 2.397
H -3.380 4.366 2.722
H -0.661 4.598 1.329
H -2.182 4.243 0.528
H -0.095 1.129 1.183
H 0.534 2.726 0.854
H -1.503 1.194 -0.840
H 0.111 1.766 -1.280
H -1.202 2.914 -1.074
H -2.870 2.215 3.014
H -2.090 0.853 2.275
H -3.893 2.755 0.667
H -4.509 1.364 1.546
H -3.397 1.126 0.208
*
```

Values from the calculation:
**Lowest unoccupied orbital energy**: -3.555 eV
**Gap between HOMO and LUMO**: 7.0 eV
**F_max**: 0.77 eV/A
**HOMO level**: -10.5 eV
**E_tot**: -62711.7019 eV